No. 1
The following is a DFT calculation (the ωB97M-V functional and the def2-TZVPD basis) of a 6-piece molecular cluster, C24H60O12 overall.

Structure (XYZ):
```
96
Properties=species:S:1:pos:R:3:lowdin_charge:R:1
C 0.883 4.059 -4.538 -0.13
O 1.446 3.735 -3.301 -0.21
C 1.085 4.661 -2.283 -0.21
C 2.091 4.468 -1.182 -0.22
O 2.074 5.464 -0.188 -0.17
C 0.877 5.507 0.539 -0.12
H -0.196 3.884 -4.606 0.09
H 1.345 3.403 -5.289 0.09
H 1.153 5.068 -4.868 0.09
H 0.061 4.445 -1.961 0.13
H 1.150 5.688 -2.659 0.13
H 3.090 4.527 -1.619 0.13
H 1.987 3.451 -0.775 0.12
H 0.009 5.745 -0.089 0.08
H 0.948 6.267 1.314 0.09
H 0.666 4.540 1.021 0.09
C 3.767 0.747 1.724 -0.10
O 4.328 -0.070 0.713 -0.19
C 5.254 0.600 -0.098 -0.23
C 5.596 -0.240 -1.294 -0.24
O 6.146 -1.466 -0.907 -0.17
C 6.421 -2.286 -2.013 -0.12
H 4.538 1.094 2.420 0.09
H 3.034 0.085 2.178 0.09
H 3.281 1.643 1.315 0.08
H 6.147 0.890 0.474 0.13
H 4.801 1.532 -0.477 0.12
H 6.334 0.318 -1.896 0.13
H 4.711 -0.349 -1.938 0.13
H 6.976 -3.156 -1.661 0.09
H 7.033 -1.771 -2.764 0.09
H 5.500 -2.664 -2.474 0.09
C 1.391 -1.307 -6.158 -0.12
O 0.261 -2.099 -5.966 -0.20
C 0.006 -2.329 -4.586 -0.20
C -1.406 -2.854 -4.408 -0.20
O -1.627 -4.143 -4.924 -0.18
C -1.668 -4.258 -6.333 -0.11
H 1.591 -1.232 -7.225 0.09
H 2.273 -1.715 -5.642 0.09
H 1.258 -0.284 -5.770 0.08
H 0.062 -1.382 -4.035 0.10
H 0.776 -3.013 -4.204 0.14
H -2.046 -2.117 -4.914 0.13
H -1.599 -2.964 -3.342 0.12
H -0.658 -4.313 -6.739 0.08
H -2.202 -3.420 -6.796 0.09
H -2.228 -5.158 -6.580 0.08
C -5.011 1.584 2.327 -0.13
O -5.963 2.028 1.405 -0.17
C -7.045 2.672 2.020 -0.22
C -8.175 2.874 1.041 -0.21
O -9.184 3.538 1.774 -0.19
C -10.412 3.608 1.102 -0.12
H -4.221 1.035 1.817 0.07
H -5.434 0.960 3.126 0.09
H -4.472 2.398 2.842 0.09
H -6.754 3.637 2.453 0.13
H -7.466 2.059 2.831 0.13
H -8.551 1.913 0.664 0.13
H -7.902 3.467 0.157 0.13
H -10.779 2.627 0.789 0.09
H -10.353 4.274 0.226 0.09
H -11.119 4.090 1.777 0.09
C 0.668 0.858 -2.240 -0.09
O -0.221 0.367 -1.259 -0.17
C 0.340 -0.719 -0.571 -0.22
C -0.741 -1.466 0.180 -0.20
O -1.421 -0.561 1.040 -0.18
C -2.005 -1.198 2.150 -0.11
H 1.601 1.153 -1.734 0.09
H 0.233 1.694 -2.770 0.08
H 0.963 0.052 -2.923 0.06
H 1.119 -0.347 0.111 0.12
H 0.817 -1.422 -1.272 0.12
H -0.265 -2.261 0.760 0.13
H -1.474 -1.835 -0.545 0.13
H -2.752 -0.503 2.526 0.07
H -1.294 -1.429 2.954 0.08
H -2.469 -2.149 1.864 0.09
C 3.442 -5.428 5.713 -0.09
O 3.952 -4.309 6.426 -0.18
C 3.097 -3.199 6.421 -0.22
C 1.881 -3.387 7.308 -0.20
O 0.743 -3.886 6.624 -0.19
C 0.058 -2.916 5.912 -0.14
H 2.828 -6.054 6.368 0.09
H 4.305 -6.028 5.426 0.09
H 2.870 -5.099 4.845 0.09
H 2.784 -2.981 5.388 0.11
H 3.659 -2.330 6.766 0.13
H 1.656 -2.532 7.955 0.12
H 2.120 -4.216 7.982 0.13
H -0.750 -3.332 5.312 0.09
H 0.748 -2.419 5.207 0.08
H -0.376 -2.112 6.525 0.09
```

Output
* relative energy (zero: lowest compared OMol25 entry of this formula, charge and spin): 103.55 kcal per mole
* SMILES: COCCOC.COCCOC.COCCOC.COCCOC.COCCOC.COCCOC

***

No. 2
The following is a DFT calculation (the ωB97M-V functional and the def2-TZVPD basis) of a 4-piece molecular cluster, C24H60O16P4 overall.

Structure (XYZ):
```
104
Properties=species:S:1:pos:R:3:lowdin_charge:R:1
C 12.436 -2.851 -2.600 -0.10
C 11.118 -3.016 -3.218 -0.29
O 10.356 -1.992 -2.578 -0.18
P 10.119 -0.623 -3.400 0.51
O 11.282 -0.118 -4.236 -0.26
O 8.759 -0.983 -4.202 -0.18
C 8.373 -0.210 -5.346 -0.28
C 7.872 1.154 -4.991 -0.08
O 9.625 0.390 -2.227 -0.17
C 10.641 1.271 -1.731 -0.29
C 10.351 2.698 -2.089 -0.08
H 13.153 -3.656 -2.764 0.08
H 12.820 -1.843 -2.756 0.08
H 12.341 -2.831 -1.515 0.08
H 11.056 -3.090 -4.304 0.12
H 10.740 -3.993 -2.917 0.12
H 9.225 -0.132 -6.021 0.12
H 7.610 -0.814 -5.837 0.12
H 7.373 1.417 -5.924 0.08
H 7.146 1.224 -4.181 0.09
H 8.734 1.803 -4.835 0.07
H 10.726 1.074 -0.662 0.12
H 11.643 1.150 -2.143 0.11
H 9.278 2.873 -2.171 0.07
H 10.805 3.392 -1.382 0.08
H 10.620 3.020 -3.094 0.08
C -0.568 -5.372 -2.466 -0.05
C -1.912 -4.587 -2.499 -0.26
O -1.697 -3.465 -3.333 -0.22
P -1.552 -1.868 -2.849 0.54
O -2.627 -1.270 -2.068 -0.22
O -0.110 -1.881 -1.982 -0.19
C 1.062 -2.435 -2.525 -0.33
C 2.005 -2.545 -1.351 -0.06
O -1.073 -1.065 -4.163 -0.18
C -1.949 -1.014 -5.267 -0.26
C -2.756 0.336 -5.581 -0.05
H 0.241 -4.808 -2.001 0.05
H -0.675 -6.402 -2.127 0.08
H -0.399 -5.451 -3.539 0.08
H -2.745 -5.183 -2.872 0.12
H -2.234 -4.311 -1.495 0.12
H 0.907 -3.369 -3.064 0.09
H 1.398 -1.808 -3.351 0.11
H 2.265 -1.701 -0.713 0.08
H 1.540 -3.310 -0.729 0.07
H 2.944 -3.021 -1.632 0.08
H -1.359 -1.284 -6.143 0.11
H -2.636 -1.859 -5.220 0.10
H -2.058 1.142 -5.805 0.06
H -3.341 0.101 -6.470 0.07
H -3.360 0.842 -4.828 0.07
C -2.695 3.887 3.393 -0.06
C -1.346 3.153 3.647 -0.22
O -0.239 4.113 3.680 -0.22
P 1.224 3.672 3.216 0.47
O 1.779 2.521 3.961 -0.23
O 1.015 3.475 1.629 -0.20
C -0.058 4.166 0.938 -0.26
C 0.486 4.406 -0.439 -0.09
O 2.003 5.119 3.259 -0.16
C 2.995 5.311 2.325 -0.33
C 4.344 5.535 3.051 -0.06
H -3.538 3.229 3.607 0.07
H -2.709 4.737 4.075 0.07
H -2.866 4.292 2.396 0.07
H -1.181 2.588 4.565 0.12
H -1.206 2.456 2.821 0.10
H -0.984 3.600 0.836 0.11
H -0.359 5.133 1.340 0.13
H 1.021 3.618 -0.968 0.08
H -0.264 4.728 -1.162 0.08
H 1.182 5.240 -0.527 0.07
H 3.106 4.541 1.561 0.11
H 2.901 6.206 1.710 0.11
H 4.905 4.601 3.081 0.07
H 4.889 6.245 2.428 0.06
H 4.336 6.048 4.013 0.08
C -8.033 -3.510 4.672 -0.09
C -8.968 -3.581 3.525 -0.34
O -9.556 -2.373 3.275 -0.16
P -10.926 -1.820 3.993 0.53
O -12.033 -2.745 4.213 -0.22
O -10.373 -1.069 5.340 -0.23
C -11.259 -1.032 6.517 -0.20
C -10.874 -2.295 7.398 -0.07
O -11.346 -0.596 2.914 -0.21
C -10.448 0.515 2.763 -0.28
C -10.281 0.627 1.239 -0.06
H -8.378 -2.797 5.420 0.06
H -7.943 -4.376 5.327 0.08
H -6.991 -3.386 4.378 0.08
H -8.319 -4.001 2.756 0.12
H -9.592 -4.465 3.660 0.12
H -11.122 -0.217 7.228 0.11
H -12.251 -1.126 6.074 0.10
H -11.480 -2.424 8.296 0.07
H -11.079 -3.223 6.864 0.06
H -9.836 -2.218 7.722 0.07
H -10.991 1.319 3.259 0.12
H -9.520 0.379 3.317 0.11
H -11.161 0.885 0.650 0.08
H -9.639 1.494 1.082 0.07
H -9.853 -0.308 0.878 0.08
```

Output
* relative energy (zero: lowest compared OMol25 entry of this formula, charge and spin): 105.09 kcal per mole
* SMILES: CCOP(=O)(OCC)OCC.CCOP(=O)(OCC)OCC.CCOP(=O)(OCC)OCC.CCOP(=O)(OCC)OCC

***

No. 3
The following is a DFT calculation (the ωB97M-V functional and the def2-TZVPD basis) of a 6-piece molecular cluster, C24H60O3 overall.

Structure (XYZ):
```
87
Properties=species:S:1:pos:R:3:lowdin_charge:R:1
C 5.277 -0.583 3.839 -0.10
C 4.217 -1.456 4.517 -0.29
C 2.733 -1.154 4.221 -0.28
C 2.201 0.053 5.019 -0.20
C 0.629 -0.042 5.085 -0.25
C 0.118 1.249 5.773 -0.11
H 5.151 -0.510 2.802 0.04
H 6.330 -0.884 4.195 0.12
H 4.993 0.289 3.970 -0.04
H 4.273 -1.595 5.706 0.13
H 4.592 -2.573 4.233 0.13
H 2.062 -2.059 4.454 0.12
H 2.807 -1.271 3.122 0.10
H 2.362 0.877 4.171 0.13
H 2.860 0.144 5.958 0.14
H 0.364 -0.893 5.843 0.14
H 0.086 -0.212 4.281 0.02
H 0.012 1.961 5.020 0.05
H 0.617 1.299 6.706 0.06
H -0.868 0.971 6.120 0.06
C 0.530 2.184 -2.907 -0.12
C -0.845 1.572 -2.964 -0.24
C -1.959 2.623 -3.166 -0.26
C -3.361 2.145 -2.846 -0.23
C -4.368 3.345 -3.116 -0.32
C -5.806 2.947 -2.831 -0.18
H 0.776 2.825 -3.938 0.15
H 1.229 1.479 -2.847 0.00
H 0.777 2.789 -2.128 0.03
H -0.939 0.904 -2.142 0.08
H -0.929 1.138 -4.001 0.13
H -1.857 2.945 -4.134 0.06
H -1.794 3.745 -2.613 0.17
H -3.489 1.696 -1.892 0.08
H -3.741 1.512 -3.791 0.15
H -4.340 3.765 -4.293 0.16
H -4.166 4.252 -2.393 0.12
H -6.382 3.994 -2.813 0.11
H -5.833 2.567 -1.830 0.05
H -6.234 2.423 -3.738 0.08
C 1.329 1.592 1.383 -0.09
C 2.140 1.344 0.121 -0.25
C 3.592 0.716 0.408 -0.20
C 4.395 0.491 -0.833 -0.25
C 5.753 -0.237 -0.521 -0.22
C 6.523 -0.537 -1.800 -0.09
H 1.925 2.183 2.137 0.09
H 1.151 0.554 1.779 0.07
H 0.457 2.207 1.332 0.06
H 2.268 2.249 -0.154 0.03
H 1.773 1.024 -0.752 0.05
H 3.187 -0.244 0.463 0.08
H 3.975 1.246 1.345 0.14
H 4.598 1.512 -1.314 0.13
H 3.781 0.044 -1.684 0.13
H 5.638 -1.110 0.086 0.09
H 6.292 0.545 0.153 0.14
H 6.094 -1.033 -2.437 -0.02
H 7.414 -1.057 -1.622 0.06
H 6.923 0.322 -2.234 0.07
C -1.527 -0.832 1.375 -0.03
C -2.676 -0.221 0.504 -0.25
O -2.543 -0.767 -0.809 -0.11
H -1.916 -1.805 1.396 0.06
H -1.467 -0.489 2.362 0.05
H -0.579 -0.673 0.892 0.07
H -2.587 0.755 0.480 0.05
H -3.550 -0.345 0.999 0.09
H -3.470 -0.644 -1.155 0.07
C -4.635 -1.621 -3.814 -0.14
C -5.357 -0.968 -2.721 -0.44
O -5.151 -1.582 -1.480 -0.15
H -4.921 -0.848 -4.837 0.15
H -4.784 -2.671 -4.044 0.05
H -3.380 -1.536 -3.739 0.13
H -6.530 -1.090 -2.912 0.14
H -5.232 0.162 -2.644 0.09
H -5.633 -2.565 -1.586 0.20
C -0.957 -5.266 -1.070 -0.12
C -1.702 -3.867 -1.040 -0.32
O -0.767 -2.814 -0.966 -0.14
H -0.225 -5.627 -0.139 0.12
H -0.393 -5.391 -1.957 0.03
H -1.666 -6.122 -0.770 0.07
H -2.100 -3.830 -0.022 0.09
H -2.373 -3.700 -2.074 0.16
H -1.172 -1.958 -0.751 0.02
```

Output
* relative energy (zero: lowest compared OMol25 entry of this formula, charge and spin): 26.02 kcal per mole
* SMILES: CCCCCC.CCCCCC.CCCCCC.CCO.CCO.CCO

***

No. 4
The following is a DFT calculation (the ωB97M-V functional and the def2-TZVPD basis) of C24H60O9S9 as an isolated structure.

Structure (XYZ):
```
102
Properties=species:S:1:pos:R:3:lowdin_charge:R:1
C 0.493 -0.400 -6.178 -0.23
S -0.669 -0.523 -4.732 0.83
O -0.497 -1.967 -4.177 -0.57
C 0.216 0.395 -3.646 -0.34
H 1.225 -0.921 -5.509 0.03
H 0.574 0.801 -6.509 0.14
H 0.182 -1.162 -6.953 0.06
H 0.715 1.117 -4.091 0.00
H 1.199 -0.059 -3.352 0.06
H -0.212 0.688 -2.597 0.06
C 5.113 1.015 -4.259 -0.29
S 4.667 1.852 -2.687 0.89
O 3.355 2.719 -3.035 -0.59
C 3.965 0.421 -1.847 -0.31
H 4.424 0.386 -4.764 0.02
H 6.057 0.337 -4.399 0.09
H 5.623 1.751 -4.912 0.05
H 4.781 -0.256 -1.684 0.01
H 3.309 -0.203 -2.461 0.03
H 3.583 0.810 -0.832 0.09
C 1.264 -3.144 -2.077 -0.21
S -0.369 -3.528 -1.378 0.92
O -0.096 -4.264 -0.130 -0.57
C -0.897 -1.846 -0.806 -0.21
H 1.931 -2.922 -1.350 0.01
H 1.104 -2.342 -2.625 -0.04
H 1.818 -3.964 -2.405 0.06
H -1.777 -2.070 -0.210 0.10
H -0.893 -1.328 -1.787 0.08
H -0.134 -1.589 -0.193 -0.21
C -3.141 1.880 -3.677 -0.22
S -3.124 3.681 -3.517 0.89
O -2.162 4.210 -4.606 -0.58
C -4.770 4.059 -4.060 -0.24
H -3.946 1.862 -3.105 -0.03
H -2.365 1.731 -3.125 -0.05
H -3.463 1.451 -4.632 0.09
H -5.137 3.644 -5.037 0.10
H -4.713 4.984 -4.039 -0.06
H -5.445 3.626 -3.276 0.08
C -4.882 -1.757 2.016 -0.27
S -5.400 -0.133 2.345 0.87
O -4.255 0.769 2.686 -0.60
C -5.739 0.478 0.707 -0.23
H -5.707 -2.345 1.853 0.02
H -4.312 -2.091 2.806 0.03
H -4.258 -1.829 1.032 0.10
H -4.837 0.722 -0.038 0.13
H -5.922 1.446 0.799 -0.01
H -6.305 -0.018 0.070 0.00
C 0.681 -4.097 4.293 -0.23
S 1.189 -3.147 2.862 0.79
O 1.898 -1.983 3.421 -0.51
C 2.528 -4.257 2.453 -0.28
H 0.141 -3.566 4.936 0.00
H 1.514 -4.619 4.978 0.13
H 0.379 -4.943 3.911 -0.02
H 2.863 -3.770 1.555 -0.01
H 2.104 -5.358 2.166 0.11
H 3.363 -4.473 3.322 0.13
C 5.304 -2.312 0.578 -0.24
S 6.634 -1.006 0.911 0.80
O 6.256 -0.660 2.329 -0.56
C 7.954 -2.147 1.116 -0.32
H 5.419 -2.893 1.358 -0.05
H 5.596 -2.898 -0.395 0.09
H 4.170 -1.732 0.613 0.13
H 8.414 -2.566 0.237 0.04
H 7.789 -3.040 1.623 0.02
H 8.880 -1.595 1.651 0.12
C -3.653 4.785 2.557 -0.26
S -2.982 3.606 1.346 0.76
O -3.584 4.009 0.034 -0.59
C -1.311 4.279 1.353 -0.27
H -3.244 5.765 2.351 0.05
H -3.124 4.642 3.440 -0.02
H -4.796 4.606 2.985 0.14
H -1.198 5.361 0.976 0.09
H -0.515 3.647 0.668 0.12
H -1.105 4.372 2.375 -0.02
C -2.153 1.156 5.968 -0.28
S -1.694 1.812 4.320 0.80
O -1.285 3.290 4.618 -0.59
C -0.128 0.847 4.003 -0.20
H -1.171 1.375 6.516 0.06
H -2.305 -0.005 5.816 0.08
H -3.115 1.627 6.420 0.08
H 0.504 1.266 4.720 0.03
H 0.067 1.303 3.086 0.01
H -0.365 -0.235 3.836 0.05
C 0.535 -1.243 0.474 -0.24
C 0.564 -0.187 -0.448 -0.08
C -0.402 0.829 -0.635 -0.06
C -1.484 0.736 0.286 -0.13
C -1.587 -0.129 1.280 -0.10
C -0.498 -1.168 1.445 -0.11
H 1.304 -1.973 0.585 0.10
H 1.546 -0.377 -1.278 0.16
H -0.504 1.516 -1.332 0.04
H -2.411 1.329 0.272 0.07
H -2.497 -0.083 2.035 0.11
H -0.698 -1.854 2.346 0.09
```

Output
* relative energy (zero: lowest compared OMol25 entry of this formula, charge and spin): 521.99 kcal per mole

***

Calculated LUMO level, 0.51; 0.55; 0.41; 0.12 eV (same order as the records).
Calculated E_HOMO, -9.4; -10.3; -9.4; -7.0 eV (same order as the records).